Run A
Formula: C4H10
Source: OMol25
Level of theory: ωB97M-V/def2-TZVPD

XYZ file:
```
14
Properties=species:S:1:pos:R:3:mulliken_charge:R:1
C -0.704 1.360 -0.976 -0.7775
C -1.329 0.474 -0.155 -0.1869
C -0.985 0.140 1.197 -0.6815
C 1.910 -1.244 -0.118 -0.9267
H -1.105 1.400 -1.997 0.2641
H 0.350 1.593 -0.898 0.2677
H -2.208 0.071 -0.691 0.3153
H 2.543 -2.037 -0.529 0.3082
H -1.178 -0.899 1.437 0.2615
H -2.196 1.540 1.192 0.2242
H -0.070 0.591 1.541 0.3092
H 1.246 -1.661 0.659 0.1762
H 1.250 -0.921 -0.935 0.2120
H 2.476 -0.408 0.272 0.2342
```

The calculation puts the HOMO-LUMO gap at 7.6860 eV. Its net charge is 0. As for the LUMO energy: -0.34 eV.

Run B
Formula: C4H10
Source: OMol25
Level of theory: ωB97M-V/def2-TZVPD

XYZ file:
```
14
Properties=species:S:1:pos:R:3:mulliken_charge:R:1
C 1.858 0.132 0.439 -0.6667
C 0.729 0.588 0.974 -0.0101
C -0.253 1.498 0.319 -0.9952
H 2.567 -0.478 0.994 0.2549
H 2.097 0.332 -0.602 0.2566
H 0.537 0.390 2.025 0.2509
H -0.200 2.483 0.799 0.3259
H -1.278 1.141 0.464 0.2708
H -0.058 1.606 -0.750 0.3004
C -1.176 -1.525 -0.921 -0.8924
H -1.130 -2.294 -1.714 0.3060
H -1.884 -1.954 -0.191 0.2536
H -1.775 -0.731 -1.413 0.2205
H -0.130 -1.242 -0.478 0.1247
```

The calculation puts the HOMO-LUMO gap at 10.8198 eV. Its net charge is 0. As for the LUMO energy: 1.19 eV.

Run C
Formula: C4H10
Source: OMol25
Level of theory: ωB97M-V/def2-TZVPD

XYZ file:
```
14
Properties=species:S:1:pos:R:3:mulliken_charge:R:1
C 0.565 -0.318 0.255 -0.1148
C -0.565 0.318 -0.255 -0.1149
C 1.955 0.203 0.065 -1.1765
C -1.955 -0.203 -0.066 -1.1766
H 0.407 -0.971 1.107 0.1204
H 0.253 -1.204 -1.009 0.1243
H -0.407 0.971 -1.107 0.1204
H -0.253 1.204 1.009 0.1243
H 2.628 -0.629 -0.148 0.3501
H 2.012 0.914 -0.757 0.3077
H -2.628 0.629 0.148 0.3501
H -2.287 -0.696 -0.980 0.3890
H 2.287 0.696 0.980 0.3889
H -2.012 -0.914 0.757 0.3076
```

The calculation puts the HOMO-LUMO gap at 9.0168 eV. Its net charge is 0. As for the LUMO energy: 1.30 eV.

Run D
Formula: C4H10
Source: OMol25
Level of theory: ωB97M-V/def2-TZVPD

XYZ file:
```
14
Properties=species:S:1:pos:R:3:mulliken_charge:R:1
C -0.169 0.963 -1.745 -0.7578
C 0.882 1.575 -2.291 0.0819
C 1.173 1.554 -3.794 -1.0030
H -0.271 0.973 -0.722 0.2774
H -0.926 0.298 -2.180 0.2390
H 1.509 2.290 -1.761 0.2792
H 1.367 2.517 -4.147 0.2974
H 2.143 1.067 -3.864 0.2786
H 0.577 0.933 -4.462 0.3075
C -1.291 -2.392 4.957 -0.8421
H -0.224 -2.601 4.853 0.2286
H -1.967 -3.217 4.371 0.1822
H -1.400 -1.354 4.695 0.2264
H -1.404 -2.605 6.091 0.2049
```

The calculation puts the HOMO-LUMO gap at 10.7302 eV. Its net charge is 0. As for the LUMO energy: 1.13 eV.

Stability check: which of them is least stable? run A.

Run A
Formula: C11H44N22O11
Source: OMol25
Level of theory: ωB97M-V/def2-TZVPD

XYZ file:
```
88
Properties=species:S:1:pos:R:3:mulliken_charge:R:1
N 1.037 4.476 1.880 -0.3154
C 0.796 4.107 0.569 0.2815
N -0.499 4.336 0.193 -0.0301
O 1.637 3.758 -0.237 -0.6437
H 2.005 4.579 2.132 0.2599
H 0.323 5.003 2.352 0.2190
H -0.698 4.169 -0.782 0.1797
H -1.260 4.523 0.847 0.2944
N -0.073 -4.781 -0.779 -0.2836
C 0.484 -4.431 0.417 0.4531
N 0.327 -5.341 1.421 -0.3986
O 1.009 -3.338 0.624 -0.1518
H -0.042 -4.086 -1.519 0.0784
H -0.715 -5.546 -0.851 0.2367
H 0.521 -4.986 2.345 0.2622
H -0.093 -6.221 1.201 0.1411
N 1.902 -3.187 3.352 -0.1803
C 0.833 -2.739 4.077 0.4246
N -0.092 -2.083 3.311 -0.1429
O 0.708 -2.958 5.275 -0.7289
H 1.843 -3.137 2.339 0.1227
H 2.650 -3.752 3.702 0.1759
H 0.125 -1.848 2.357 0.1681
H -0.923 -1.794 3.788 0.1383
N 2.873 1.682 2.802 -0.1820
C 3.869 0.862 3.273 0.3695
N 4.152 -0.162 2.422 -0.1936
O 4.334 0.893 4.409 -0.6972
H 2.532 2.399 3.409 0.2043
H 2.291 1.220 2.104 0.2707
H 4.919 -0.781 2.590 0.1409
H 3.575 -0.372 1.624 0.1568
N -2.780 1.348 1.838 -0.3332
C -3.043 1.554 0.518 0.6178
N -3.379 0.388 -0.166 -0.3442
O -2.715 2.550 -0.117 -0.5404
H -2.863 0.398 2.144 0.2001
H -2.222 2.056 2.285 0.1244
H -3.286 0.376 -1.167 0.0228
H -4.131 -0.147 0.240 0.2132
N -2.526 5.257 -4.187 -0.4465
C -2.051 4.329 -3.295 0.6198
N -2.976 3.399 -2.903 -0.2362
O -0.939 4.414 -2.800 -0.6784
H -3.465 5.129 -4.509 0.1338
H -1.928 6.033 -4.391 0.2325
H -2.871 2.792 -2.106 0.1955
H -3.790 3.271 -3.477 0.1917
N -3.712 -0.629 -4.099 -0.4772
C -2.720 -1.252 -3.383 0.5845
N -2.948 -2.556 -3.086 -0.3944
O -1.799 -0.629 -2.866 -0.6009
H -3.529 0.263 -4.522 0.2523
H -4.388 -1.228 -4.541 0.1728
H -2.175 -3.027 -2.647 0.2145
H -3.715 -3.109 -3.419 0.1649
N 5.570 -2.407 -0.418 -0.4152
C 4.273 -2.749 -0.145 0.6361
N 3.491 -3.001 -1.241 -0.2175
O 3.820 -2.794 0.983 -0.5425
H 6.258 -2.212 0.283 0.2311
H 5.875 -2.400 -1.374 0.1142
H 2.559 -3.262 -0.959 -0.0699
H 3.860 -2.960 -2.169 0.1560
N -3.252 4.192 4.417 -0.4699
C -2.186 4.174 3.572 0.8101
N -1.296 3.160 3.832 -0.4476
O -2.079 4.919 2.597 -0.7400
H -3.137 3.792 5.332 0.1599
H -4.090 4.715 4.251 0.2179
H -0.467 3.044 3.264 0.1129
H -1.384 2.625 4.678 0.1416
N 1.524 -1.809 -3.641 -0.1638
C 0.884 -2.954 -4.030 0.6026
N 1.257 -3.435 -5.246 -0.4633
O 0.069 -3.514 -3.297 -0.7660
H 2.350 -1.485 -4.109 0.2444
H 1.393 -1.585 -2.665 0.1070
H 0.669 -4.151 -5.637 0.2752
H 1.692 -2.799 -5.891 0.1953
N -0.048 1.309 -0.211 0.3864
C 0.578 0.139 0.082 0.4131
N 0.374 -0.878 -0.792 0.2415
O 1.171 0.019 1.164 -0.5994
H -0.088 1.853 0.627 -0.5234
H -0.536 1.483 -1.067 0.0492
H -0.141 -0.647 -1.633 0.1595
H 0.637 -1.831 -0.551 -0.3543
```

The calculation puts the HOMO-LUMO gap at 7.9319 eV. Its net charge is 0. As for the LUMO energy: -0.04 eV.

Run B
Formula: C11H44N22O11
Source: OMol25
Level of theory: ωB97M-V/def2-TZVPD

XYZ file:
```
88
Properties=species:S:1:pos:R:3:mulliken_charge:R:1
N -22.415 -14.428 3.903 -0.3018
C -21.306 -15.219 3.976 0.3907
N -21.063 -15.852 5.140 0.1377
O -20.499 -15.317 3.041 -0.7679
H -23.099 -14.434 4.659 0.5166
H -22.546 -14.098 2.963 0.2279
H -21.681 -15.745 5.940 -0.1823
H -20.122 -16.183 5.244 0.2566
N -29.185 -18.089 6.653 -0.2221
C -29.006 -17.297 5.591 0.4472
N -29.252 -15.961 5.861 -0.1155
O -28.531 -17.669 4.522 -0.7212
H -28.651 -18.958 6.650 0.0357
H -29.656 -17.774 7.477 0.1469
H -29.347 -15.321 5.087 0.2274
H -29.927 -15.826 6.594 0.2356
N -30.045 -11.403 8.255 -0.4669
C -28.860 -11.831 7.762 0.5079
N -27.865 -10.919 7.893 -0.1820
O -28.641 -13.000 7.409 -0.6517
H -30.106 -10.477 8.622 0.1446
H -30.831 -12.015 8.130 0.2476
H -26.869 -11.032 7.770 0.0830
H -28.106 -10.030 8.293 0.1465
N -26.373 -19.510 4.629 -0.2463
C -26.793 -20.512 5.460 0.5449
N -25.838 -21.461 5.664 -0.3028
O -27.952 -20.593 5.893 -0.8023
H -27.104 -18.793 4.574 0.1544
H -25.385 -19.306 4.598 0.2481
H -26.073 -22.322 6.119 0.2323
H -24.930 -21.132 5.392 0.1526
N -27.318 -11.896 4.638 -0.0547
C -28.235 -12.188 3.699 0.4774
N -29.294 -12.885 4.214 -0.2799
O -28.123 -11.956 2.502 -0.6880
H -26.483 -11.386 4.422 0.0778
H -27.398 -12.261 5.573 -0.0533
H -29.957 -13.258 3.554 0.2120
H -29.563 -13.110 5.157 0.1566
N -21.831 -13.010 7.444 -0.3098
C -21.382 -14.210 7.877 0.5562
N -22.299 -15.204 7.738 -0.3869
O -20.228 -14.370 8.282 -0.7325
H -22.747 -12.929 7.044 0.3905
H -21.188 -12.359 7.873 0.2254
H -21.937 -16.106 7.991 0.0682
H -23.258 -14.994 7.507 0.1056
N -28.923 -15.512 8.715 -0.0786
C -28.051 -15.907 9.683 0.6186
N -28.430 -17.049 10.332 -0.5420
O -26.977 -15.356 9.889 -0.5849
H -29.676 -16.101 8.425 0.2391
H -28.553 -14.782 8.109 -0.2341
H -29.371 -17.383 10.332 0.2343
H -27.630 -17.544 10.692 0.2871
N -25.689 -16.082 5.111 -0.0745
C -25.490 -14.949 5.837 0.1569
N -26.555 -14.580 6.591 0.9339
O -24.378 -14.384 5.891 -0.7735
H -24.849 -16.588 4.874 0.0541
H -26.636 -16.406 5.188 0.1619
H -26.525 -13.656 6.997 0.0984
H -26.998 -15.353 7.058 -0.5086
N -27.616 -19.482 9.262 -0.3447
C -26.507 -19.146 8.557 0.3759
N -25.472 -20.014 8.833 -0.3980
O -26.377 -18.134 7.878 -0.1008
H -28.373 -18.822 9.233 0.2197
H -27.665 -20.320 9.802 0.1386
H -25.730 -20.888 9.247 0.1746
H -24.601 -19.971 8.332 0.2294
N -21.672 -19.014 5.590 -0.4121
C -23.002 -18.761 5.652 0.6037
N -23.492 -18.595 6.908 -0.2361
O -23.638 -18.639 4.601 -0.8030
H -21.224 -19.159 4.704 0.2627
H -21.072 -18.980 6.395 0.1660
H -22.888 -18.598 7.707 0.2511
H -24.478 -18.348 6.959 0.0759
N -24.504 -11.275 5.970 -0.1044
C -24.411 -11.120 7.318 0.3662
N -23.586 -10.100 7.674 -0.4566
O -24.994 -11.939 8.036 -0.5319
H -24.815 -12.179 5.640 0.0443
H -24.021 -10.714 5.291 0.1897
H -23.167 -9.579 6.932 0.1571
H -23.443 -9.977 8.661 0.2590
```

The calculation puts the HOMO-LUMO gap at 8.7068 eV. Its net charge is 0. As for the LUMO energy: -0.04 eV.

Stability check: which of them is least stable? run B.

Run A
Formula: C8H10N2O2
Source: OMol25
Level of theory: ωB97M-V/def2-TZVPD

XYZ file:
```
22
Properties=species:S:1:pos:R:3:mulliken_charge:R:1
C 5.116 -1.898 0.075 0.2438
C 4.086 -1.262 0.053 -0.7430
C 2.900 -0.420 0.051 -0.2805
C 3.201 1.052 0.184 -0.1022
N 2.290 1.922 0.173 -0.7526
O 1.070 1.326 0.036 -0.2184
H 6.020 -2.469 0.131 0.4218
H 2.332 -0.551 -0.868 0.2679
H 2.204 -0.705 0.850 0.2856
H 4.213 1.459 0.286 0.4486
H 0.417 2.045 0.001 0.4437
C -5.885 -0.633 0.372 -1.2321
C -4.439 -0.439 0.139 0.6874
C -3.247 -0.344 -0.082 -0.3292
C -1.868 0.086 -0.301 0.5147
N -0.942 -0.923 -0.482 -0.4864
O -1.554 1.274 -0.307 -0.5992
H -6.054 -1.482 1.056 0.2868
H -6.346 0.257 0.841 0.3027
H -6.408 -0.851 -0.561 0.2858
H -1.128 -1.786 0.009 0.2746
H -0.004 -0.553 -0.370 0.2802
```

The calculation puts the HOMO-LUMO gap at 10.5932 eV. Its net charge is 0. As for the LUMO energy: 0.72 eV.

Run B
Formula: C8H10N2O2
Source: OMol25
Level of theory: ωB97M-V/def2-TZVPD

XYZ file:
```
22
Properties=species:S:1:pos:R:3:mulliken_charge:R:1
H -1.072 -2.479 0.854 0.2445
N -0.288 -1.852 1.012 -0.7279
C -0.244 -0.840 0.282 0.1885
C 0.806 0.131 0.369 0.0050
C 0.610 0.952 1.622 -1.1109
C 1.727 0.164 -0.593 0.3259
C 3.029 0.930 -0.579 -1.1986
C -1.376 -0.517 -0.766 0.7522
C -2.537 -1.402 -0.483 -1.1067
C -3.317 -2.270 -0.213 -0.0299
N -1.794 0.911 -0.777 0.9814
O -1.138 1.694 -1.447 -0.5529
O -2.839 1.094 -0.189 -0.5815
H 1.475 1.553 1.542 0.3208
H -0.286 1.698 1.614 0.2447
H 0.654 0.421 2.557 0.3451
H 1.600 -0.309 -1.564 0.3097
H 3.212 1.822 -1.223 0.2859
H 3.938 0.286 -0.817 0.2830
H 3.151 1.389 0.495 0.2627
H -1.034 -0.707 -1.753 0.3691
H -4.278 -2.669 0.057 0.3896
```

The calculation puts the HOMO-LUMO gap at 9.4857 eV. Its net charge is 0. As for the LUMO energy: -0.05 eV.

Run C
Formula: C8H10N2O2
Source: OMol25
Level of theory: ωB97M-V/def2-TZVPD

XYZ file:
```
22
Properties=species:S:1:pos:R:3:mulliken_charge:R:1
C 1.302 -2.550 -0.975 -0.4074
C 1.787 -1.359 -1.494 -0.8310
C 0.173 -2.577 -0.206 -0.5197
C 1.234 -0.156 -1.090 -0.1510
C -0.468 -1.408 0.167 -0.2900
C 0.118 -0.082 -0.208 0.4977
C -1.835 0.974 1.005 -1.8753
C -0.478 1.121 0.305 0.8305
N 0.479 1.834 1.823 -0.6182
N -0.458 2.259 -0.648 1.0347
O -0.198 1.968 -1.809 -0.5913
O -0.898 3.339 -0.286 -0.5953
H 1.711 -3.424 -1.455 0.3396
H 2.620 -1.388 -2.057 0.4935
H -0.201 -3.605 0.145 0.2615
H 1.568 0.799 -1.541 0.3418
H -1.400 -1.386 0.769 0.2037
H -2.013 1.904 1.475 0.5396
H -1.789 0.230 1.785 0.4498
H -2.646 0.638 0.298 0.3589
H 1.351 1.645 1.506 0.2713
H 0.041 1.224 2.490 0.2567
```

The calculation puts the HOMO-LUMO gap at 8.8327 eV. Its net charge is 0. As for the LUMO energy: -0.38 eV.

Stability check: which of them is least stable? run B.

Run A
Formula: C2H2ClN
Source: OMol25
Level of theory: ωB97M-V/def2-TZVPD

XYZ file:
```
6
Properties=species:S:1:pos:R:3:mulliken_charge:R:1
Cl -3.318 -0.228 0.008 -0.1021
C -1.782 0.405 0.043 0.2323
N -0.973 1.548 -0.018 -0.3855
C -0.298 0.262 -0.003 -0.1094
H 0.298 0.020 0.839 0.2063
H 0.260 -0.161 -0.955 0.1584
```

The calculation puts the HOMO-LUMO gap at 10.4140 eV. Its net charge is 0. As for the LUMO energy: 0.51 eV.

Run B
Formula: C2H2ClN
Source: OMol25
Level of theory: ωB97M-V/def2-TZVPD

XYZ file:
```
6
Properties=species:S:1:pos:R:3:mulliken_charge:R:1
C -1.149 -0.478 1.042 -0.5411
C -0.292 -0.168 0.255 0.5473
N 0.757 -0.163 -0.481 -0.3722
Cl 0.669 -0.302 -2.256 -0.0426
H -1.929 -0.656 1.769 0.3714
H 1.944 1.767 -0.329 0.0371
```

The calculation puts the HOMO-LUMO gap (spin up / spin down) at 9.5387 / 7.7335 eV. Its net charge is 0. As for the LUMO energy (spin up / spin down): -0.19 / -1.91 eV.

Stability check: which of them is least stable? run B.